{"formula": "C7H13F7N2O10P2S2", "method": "ωB97M-V/def2-TZVPD", "elements": ["C", "C", "C", "F", "N", "O", "C", "C", "O", "O", "P", "P", "O", "O", "O", "H", "H", "H", "H", "H", "H", "H", "H", "H", "H", "H", "H", "H", "C", "F", "F", "F", "S", "O", "O", "N", "S", "O", "O", "C", "F", "F", "F"], "xyz": [[0.1682, 3.2448, 1.2610], [-1.2885, 2.8510, 0.9583], [-1.4738, 1.4091, 1.3278], [-1.2531, 1.2149, 2.6561], [-2.8916, 0.8262, 1.0354], [-3.5945, 1.8243, 0.3079], [-3.6831, 0.5600, 2.2858], [-5.1723, 0.3769, 1.9696], [-5.6384, -0.6967, 1.7210], [-5.8764, 1.5334, 2.0081], [-2.6990, -0.6199, -0.1416], [-1.1914, -1.8590, 0.9062], [0.0503, -1.4801, 0.2576], [-1.2090, -1.5896, 2.4769], [-1.7847, -3.3086, 0.7677], [0.2872, 3.6104, 2.2776], [0.8416, 2.3918, 1.1472], [0.5085, 3.9907, 0.5490], [-1.4583, 2.9576, -0.1100], [-1.9849, 3.4791, 1.5141], [-0.7531, 0.7976, 0.7752], [-4.0036, 1.3872, -0.4581], [-3.3002, -0.3485, 2.7410], [-3.5642, 1.4017, 2.9612], [-6.6304, 1.4522, 2.6087], [-3.8952, -1.3227, 0.1189], [-0.5125, -0.9615, 2.7189], [-1.1815, -3.9848, 1.1181], [2.3557, -2.8652, -1.8944], [1.7662, -3.6285, -0.9539], [2.6005, -3.6408, -2.9477], [1.4889, -1.9186, -2.2601], [3.8730, -2.1000, -1.1750], [4.7271, -3.2044, -0.8438], [3.3699, -1.3024, -0.0874], [4.2708, -1.2890, -2.4590], [5.5268, -0.3312, -2.5130], [6.7952, -0.9995, -2.4945], [5.3897, 0.8716, -1.7393], [5.2919, 0.2060, -4.2637], [4.1159, 0.8180, -4.4362], [5.3515, -0.8231, -5.1083], [6.2607, 1.0693, -4.5832]], "forces_ev_per_angstrom": [[0.081, -0.323, 0.021], [0.249, 0.130, 0.047], [0.411, 0.064, -0.313], [-0.046, -0.078, 0.286], [-0.442, -0.203, -0.097], [-0.093, -0.005, 0.129], [-0.123, 0.214, -0.008], [-0.100, -0.196, -0.203], [0.025, 0.199, 0.179], [0.555, 0.025, 0.621], [0.165, -0.226, -0.662], [0.443, -0.054, 0.152], [0.193, 0.147, -0.035], [-0.387, -0.021, -0.059], [-0.109, 0.218, 0.102], [-0.018, 0.076, -0.020], [0.001, 0.009, -0.050], [-0.051, 0.169, 0.117], [-0.202, 0.010, 0.013], [-0.113, 0.019, -0.157], [-0.123, -0.143, -0.032], [0.069, 0.021, -0.061], [0.046, 0.004, -0.007], [0.087, 0.079, -0.077], [-0.366, -0.179, -0.417], [-0.082, 0.230, 0.509], [0.119, -0.056, 0.118], [-0.041, -0.152, -0.158], [0.121, 0.123, 0.113], [-0.046, -0.035, -0.021], [0.036, -0.011, -0.011], [-0.206, -0.044, -0.104], [-0.118, -0.021, -0.081], [-0.003, 0.000, -0.029], [0.003, 0.016, 0.027], [0.214, -0.007, 0.256], [-0.073, 0.026, -0.106], [-0.025, -0.018, -0.011], [-0.046, 0.006, -0.004], [-0.034, -0.073, 0.093], [-0.019, 0.048, -0.009], [0.028, -0.016, -0.036], [0.019, 0.025, -0.016]], "nbo_charge": [-0.610, -0.460, 0.359, -0.342, -0.173, -0.518, -0.344, 0.769, -0.510, -0.696, 0.365, 2.108, -1.020, -0.995, -0.978, 0.224, 0.230, 0.240, 0.245, 0.231, 0.222, 0.494, 0.273, 0.256, 0.518, 0.033, 0.535, 0.540, 0.710, -0.339, -0.313, -0.324, 2.261, -0.931, -0.952, -1.252, 2.256, -0.927, -0.941, 0.713, -0.323, -0.315, -0.320], "lumo_ev": -2.1982, "largest_force_ev_per_a": 0.834, "total_energy_ha": -3314.500469, "molar_mass_g_mol": 544.25, "total_charge": 0, "homo_lumo_gap_ev": 5.769, "relative_energy_kj_mol": 0.0}